<1>
Entry from the Open Molecules 2025 dataset: the molecule C2H4N4O (ωB97M-V/def2-TZVPD).

Atoms and positions in Å:
C (-0.292, 1.838, -0.159)
N (0.568, 0.776, -0.620)
C (0.463, -0.424, -0.276)
N (-0.354, -1.148, 0.445)
N (0.113, -2.420, 0.575)
N (1.149, -2.592, -0.006)
O (1.548, -1.282, -0.617)
H (0.043, 2.875, -0.425)
H (-0.512, 1.845, 0.908)
H (-1.237, 1.542, -0.417)
H (-1.489, -1.008, 0.590)

Computed properties:
Frontier orbital gap in eV: 9.58
Structure (SMILES): C/N=c1\[nH]nno1

=====

<2>
Entry from the Open Molecules 2025 dataset: the molecule C2H4N4O (ωB97M-V/def2-TZVPD).

Atoms and positions in Å:
O (0.535, -0.370, -1.799)
C (-0.681, -0.070, -1.099)
C (-0.321, 0.043, 0.344)
N (-1.029, -0.209, 1.428)
N (-0.233, 0.076, 2.465)
N (0.930, 0.494, 2.084)
N (0.906, 0.483, 0.739)
H (0.720, -1.332, -1.697)
H (-1.447, -0.831, -1.174)
H (-1.064, 0.892, -1.459)
H (1.684, 0.824, 0.168)

Computed properties:
Frontier orbital gap in eV: 11.14
Structure (SMILES): OCc1nnn[nH]1

=====

Quick one: most stable of them? <2>

=====

<1>
Entry from the Open Molecules 2025 dataset: the molecule C2H4N4O (ωB97M-V/def2-TZVPD).

Atoms and positions in Å:
H (-2.058, 1.493, -0.397)
N (-1.756, 0.583, -0.821)
C (-0.671, 0.062, -0.358)
N (0.019, -1.005, -0.875)
C (1.232, -1.111, -0.227)
N (1.229, -0.366, 0.813)
N (0.086, 0.351, 0.765)
O (0.187, 1.618, 1.258)
H (-0.009, -1.235, -1.885)
H (2.022, -1.877, -0.405)
H (-0.281, 1.487, 2.133)

Computed properties:
Frontier orbital gap in eV: 9.23
Structure (SMILES): [H]/N=c1/[nH]cnn1O

=====

<2>
Entry from the Open Molecules 2025 dataset: a structure of composition C2H4N4O (ωB97M-V/def2-TZVPD).

Atoms and positions in Å:
N (-2.126, 0.234, -0.292)
C (-0.794, 0.239, -0.018)
N (-0.264, 1.138, 0.855)
N (1.031, 0.875, 0.909)
C (1.206, -0.282, 0.114)
O (2.434, -0.633, -0.313)
N (0.062, -0.662, -0.496)
H (-2.620, 1.086, -0.071)
H (-2.408, -0.235, -1.138)
H (1.173, -0.399, 1.389)
H (2.306, -1.360, -0.938)

Computed properties:
Frontier orbital gap in eV: 9.86

=====

<3>
Entry from the Open Molecules 2025 dataset: the molecule C2H4N4O (ωB97M-V/def2-TZVPD).

Atoms and positions in Å:
H (-0.214, 2.584, -0.033)
N (-0.823, 1.768, -0.022)
C (0.021, 0.808, -0.049)
N (1.451, 0.853, 0.035)
C (1.785, -0.363, 0.036)
O (0.896, -1.329, -0.021)
N (-0.418, -0.500, -0.316)
N (-1.479, -1.159, 0.158)
H (2.789, -0.763, 0.037)
H (-1.951, -0.512, 0.831)
H (-2.057, -1.387, -0.656)

Computed properties:
Frontier orbital gap in eV: 10.22
Structure (SMILES): [H]/N=c1\ncon1N

=====

<4>
Entry from the Open Molecules 2025 dataset: the molecule C2H4N4O (ωB97M-V/def2-TZVPD).

Atoms and positions in Å:
N (-2.344, -0.548, 0.118)
C (-1.048, -0.130, 0.065)
N (-0.762, 1.134, 0.070)
C (0.594, 1.245, -0.038)
N (1.042, -0.075, -0.216)
O (2.342, -0.478, 0.108)
N (0.081, -0.900, -0.147)
H (-3.051, 0.373, 0.202)
H (-2.487, -1.296, -0.643)
H (1.243, 2.124, -0.129)
H (2.164, -1.342, 0.770)

Computed properties:
Frontier orbital gap in eV: 8.93
Structure (SMILES): Nc1ncn(O)n1

=====

Quick one: most stable of them? <2>

=====

<1>
Entry from the Open Molecules 2025 dataset: a cluster of 2 separate species, CH3Cl2P in total (ωB97M-V/def2-TZVPD).

Atoms and positions in Å:
C (-0.231, 1.178, -0.177)
P (0.446, -1.199, 1.356)
Cl (0.455, 0.546, -1.583)
Cl (1.270, -2.270, -0.226)
H (0.290, 2.022, 0.074)
H (-1.275, 0.940, -0.260)
H (-0.955, -1.217, 0.816)

Computed properties:
Frontier orbital gap (spin up / spin down) in eV: 7.71 / 8.02

=====

<2>
Entry from the Open Molecules 2025 dataset: a cluster of 2 separate species, CH3Cl2P in total (ωB97M-V/def2-TZVPD).

Atoms and positions in Å:
C (1.560, -0.537, 0.214)
P (0.363, 0.505, 0.684)
Cl (0.988, 2.310, -0.153)
H (2.331, -0.202, -0.319)
H (1.480, -1.570, 0.392)
Cl (-3.639, 0.596, 0.020)
H (-4.474, 1.535, 0.386)

Computed properties:
Frontier orbital gap in eV: 9.82
Structure (SMILES): C=PCl.Cl

=====

Quick one: most stable of them? <2>